[1]
59
Properties=species:S:1:pos:R:3:nbo_charge:R:1 method="wB97M-V/def2-TZVPD" gap_ha=0.330 de_lowest_kcal_mol=167.7 homo_ev=-9.59 e_tot_ha=-1403.1253 largest_force_ev_per_a=11.8 e_lumo_ev=-0.60 smiles="NC(N)=O.NC(N)=O.NC(N)=O.NC(N)=O.CCO.CO.CO.CO"
H -5.67 -12.77 17.67 0.39
H -12.57 -12.37 15.39 0.17
O -10.51 -18.36 13.93 -0.72
H -11.15 -12.86 19.23 0.44
O -10.39 -15.09 13.13 -0.74
H -10.58 -15.66 13.84 0.47
O -8.08 -16.35 16.16 -0.72
H -10.31 -13.50 15.89 0.41
C -7.64 -15.51 15.16 -0.25
H -10.63 -15.20 16.01 0.42
H -9.75 -15.40 11.30 0.17
O -12.94 -14.04 14.50 -0.73
H -13.35 -13.63 16.49 0.17
C -11.29 -17.55 14.76 0.75
C -10.54 -15.75 11.93 -0.08
H -8.50 -11.55 17.49 0.43
H -8.23 -14.63 14.94 0.14
H -9.45 -10.20 18.07 0.45
H -12.87 -11.38 17.77 0.18
H -14.23 -10.54 18.59 0.16
C -10.06 -10.92 16.30 0.74
H -10.52 -16.87 11.93 0.20
H -8.29 -15.82 16.96 0.49
H -12.46 -9.19 18.52 0.48
C -10.98 -14.16 17.69 0.73
H -12.68 -15.62 12.16 0.21
H -7.51 -13.57 16.59 0.40
N -12.42 -17.03 14.31 -0.80
C -7.40 -13.28 18.61 0.72
H -9.84 -16.95 15.90 0.46
H -11.95 -14.33 11.27 0.20
O -12.35 -9.99 19.05 -0.75
N -8.00 -13.55 17.55 -0.88
C -11.94 -15.42 11.39 -0.63
H -12.13 -15.84 10.36 0.21
N -10.88 -16.90 15.80 -0.91
H -12.85 -17.38 13.52 0.41
O -11.48 -15.26 18.31 -0.77
H -12.25 -14.56 14.79 0.45
N -6.17 -12.97 18.55 -0.80
O -8.13 -13.12 19.83 -0.76
N -9.75 -11.83 15.43 -0.84
O -11.14 -10.05 16.08 -0.72
N -10.47 -14.27 16.51 -0.92
H -10.32 -11.87 14.59 0.44
N -10.91 -12.95 18.23 -0.83
H -9.04 -13.76 17.60 0.47
H -7.67 -16.06 14.18 0.22
H -14.32 -12.79 15.30 0.19
H -5.65 -12.70 19.41 0.43
H -12.98 -16.44 14.88 0.39
C -13.28 -10.99 18.74 -0.25
H -8.77 -12.11 15.35 0.39
H -13.38 -11.75 19.52 0.18
H -6.67 -15.21 15.48 0.16
N -9.37 -10.94 17.36 -0.81
C -13.34 -13.15 15.50 -0.25
H -10.40 -12.11 17.78 0.41
H -11.58 -16.76 16.55 0.45

[2]
17
Properties=species:S:1:pos:R:3:nbo_charge:R:1 method="wB97M-V/def2-TZVPD" gap_ha=0.384 de_lowest_kcal_mol=26.7 homo_ev=-9.73 e_tot_ha=-288.9745 largest_force_ev_per_a=5.2 e_lumo_ev=0.73 smiles="CC(N)=O.CC"
C -1.82 -1.02 -1.58 -0.71
H 1.17 -0.89 1.63 0.22
C 1.33 -0.25 2.50 -0.63
H -0.05 1.33 2.35 0.19
H -2.71 -0.47 -1.39 0.21
H 1.35 1.66 1.35 0.21
N -0.57 1.00 -1.07 -0.81
H 1.54 1.85 3.15 0.21
H -1.77 -1.32 -2.71 0.26
H 2.35 -0.27 2.97 0.20
C 1.08 1.23 2.37 -0.61
H 0.78 -0.79 3.25 0.20
C -0.58 -0.34 -1.25 0.64
H -1.75 -1.96 -0.96 0.25
O 0.51 -0.88 -1.52 -0.63
H -1.34 1.57 -0.86 0.38
H 0.26 1.58 -1.32 0.41

[3]
31
Properties=species:S:1:pos:R:3:nbo_charge:R:1 method="wB97M-V/def2-TZVPD" gap_ha=0.383 de_lowest_kcal_mol=14.6 homo_ev=-10.57 e_tot_ha=-1291.8962 largest_force_ev_per_a=0.8 e_lumo_ev=-0.14
H -0.44 -2.38 -0.23 0.48
O 2.71 -1.71 1.68 -0.95
H 4.15 2.61 3.06 0.47
H -2.29 -0.68 -1.54 0.49
H -1.77 3.66 -0.96 0.49
H 0.07 -0.11 3.59 0.47
Ar 0.70 1.18 0.30 0.00
H 3.21 1.65 2.36 0.47
H 3.05 0.98 -2.02 0.46
H -3.83 1.89 -0.99 0.48
O 0.75 -1.32 -2.03 -0.97
O 0.27 -0.98 3.24 -0.96
H 2.25 -2.54 1.51 0.48
O -2.93 2.09 -0.72 -0.96
O 3.93 1.68 2.99 -0.94
H -0.95 3.95 -2.20 0.47
H -2.41 0.11 1.21 0.49
O -0.99 -3.15 -0.08 -0.95
H 3.41 -1.95 2.29 0.48
H -2.56 1.24 -0.46 0.48
H -3.08 -1.14 -2.74 0.48
O -2.30 -0.52 0.50 -0.97
H 0.98 -2.23 -2.23 0.48
O -1.39 4.38 -1.46 -0.96
O 2.42 0.76 -2.71 -0.96
O -2.23 -0.78 -2.49 -0.96
H -1.23 -3.10 0.85 0.46
H -0.18 -1.25 -2.24 0.50
H 1.21 -0.94 3.04 0.49
H 1.99 -0.03 -2.39 0.49
H -2.53 -1.37 0.89 0.49

[4]
55
Properties=species:S:1:pos:R:3:lowdin_spin:R:1 method="wB97M-V/def2-TZVPD" s2=6.059 gap_ha="0.204 / 0.181" charge=-2 de_lowest_kcal_mol=11.4 homo_ev="-2.95 / -3.34" e_tot_ha=-12114.3192 largest_force_ev_per_a=1.6 e_lumo_ev="2.59 / 1.60" multiplicity=5
C 2.98 3.72 2.90 0.00
H 4.62 0.23 3.02 0.00
O 1.03 0.43 -2.63 0.11
H -4.49 -1.83 2.99 0.00
N -0.03 1.85 1.38 0.04
Se -1.12 -1.50 -1.24 0.41
H 5.34 1.50 -2.13 0.00
O 1.54 2.58 -0.27 0.06
Se -0.08 -5.78 -0.14 0.30
C 1.95 2.33 -3.66 0.01
S 1.07 2.94 1.07 0.01
C 4.08 3.50 3.71 0.00
H -1.08 3.35 5.60 0.00
C 4.39 1.69 -2.61 0.00
O 0.68 4.32 1.28 0.01
C 4.29 2.62 -3.65 0.01
C 3.30 1.02 -2.14 0.01
C 3.49 0.16 -0.89 0.01
H 0.21 3.49 3.55 0.00
H 2.95 3.77 -4.89 0.00
C -1.78 0.86 2.72 0.00
C -0.53 2.72 3.62 0.00
Se -3.98 -4.65 -0.88 0.22
O 5.34 4.12 -5.04 0.00
C -2.27 1.70 4.97 0.00
C 4.15 1.20 3.01 0.00
H -3.07 -1.56 0.95 0.00
H -4.11 -0.28 4.91 0.00
C 2.02 1.21 -2.77 0.01
C -2.93 -0.90 1.80 0.00
C 3.05 2.98 -4.15 0.00
H 4.49 4.32 4.29 0.00
O 6.56 2.99 -3.67 0.00
H -2.86 1.64 5.88 0.00
C 3.04 1.40 2.20 0.00
N 0.65 2.85 -4.05 0.00
Pd 0.43 0.50 -0.44 1.38
C 4.67 2.25 3.77 0.00
C -3.73 -1.05 2.95 0.00
C -1.29 2.64 4.81 0.00
N 5.47 3.28 -4.16 0.00
C 2.46 2.67 2.15 0.00
O 0.49 3.24 -5.20 0.01
C -3.52 -0.20 4.00 0.00
C -0.74 1.85 2.56 0.00
Se -1.72 0.79 -1.83 1.02
Sb -1.66 -4.30 -1.07 0.26
C -2.53 0.80 3.92 0.00
O 2.44 -0.33 -0.33 0.06
H 2.67 0.60 1.57 0.00
N -2.00 0.01 1.69 0.01
H 2.51 4.69 2.82 0.00
H 5.54 2.08 4.39 0.00
O -0.22 2.92 -3.19 0.02
O 4.64 -0.01 -0.48 0.02

[5]
4
Properties=species:S:1:pos:R:3:nbo_charge:R:1 method="wB97M-V/def2-TZVPD" gap_ha=0.482 charge=+1 de_lowest_kcal_mol=3.8 homo_ev=-17.93 e_tot_ha=-238.5337 largest_force_ev_per_a=2.7 e_lumo_ev=-4.82
O 0.05 -0.05 0.18 -1.04
H 0.48 -0.91 0.36 0.52
H -0.13 0.33 1.07 0.52
Na -0.40 0.63 -1.61 1.00

[6]
66
Properties=species:S:1:pos:R:3:nbo_charge:R:1 method="wB97M-V/def2-TZVPD" gap_ha=0.292 charge=+1 homo_ev=-10.86 e_tot_ha=-2004.8905 largest_force_ev_per_a=2.4 e_lumo_ev=-2.90
H 6.04 0.43 3.00 0.20
C 0.90 2.07 1.57 -0.43
C 0.43 -3.45 -1.46 -0.22
H -0.37 3.77 -0.54 0.43
C -4.80 0.03 -2.28 -0.45
C -5.89 -0.28 -3.30 -0.61
H -0.86 3.17 2.29 0.23
N -2.67 2.56 -1.18 -0.17
H 1.35 -1.87 -0.40 0.21
H -1.45 -0.89 1.64 0.19
H -0.27 4.61 -3.67 0.51
O -0.11 4.17 -2.83 -0.72
H 0.38 4.14 1.56 0.22
O -0.38 1.94 -3.07 -0.46
H -2.92 2.70 -3.28 0.28
H -0.31 -1.92 2.54 0.20
C -0.14 3.18 1.48 -0.22
H -5.83 0.43 -4.12 0.22
H 0.97 0.62 3.20 0.19
C -1.97 2.58 -0.02 0.59
H 1.25 -3.55 -2.17 0.21
C -3.70 1.42 0.36 0.28
H -0.69 -5.02 -2.36 0.22
H 3.88 -2.31 -0.52 0.25
H 8.12 -1.83 3.13 0.22
H -3.30 -2.64 0.87 0.46
O -2.62 -3.19 1.27 -0.71
C 7.38 -1.18 3.59 -0.64
H 4.75 -0.78 -0.81 0.25
O 5.10 -2.83 2.00 -0.92
N -3.77 1.84 -0.89 -0.18
H 1.48 -0.73 1.53 0.38
H 5.65 -2.32 -0.71 0.26
H -4.97 -0.62 -1.42 0.22
C -0.48 -1.39 1.59 -0.23
F -5.20 2.38 -2.68 -0.32
H -3.79 -0.19 -2.63 0.23
C -2.37 3.16 -2.46 -0.34
H -0.64 0.89 2.58 0.19
H 1.25 1.79 0.58 0.23
C -1.66 -4.17 -0.66 -0.28
C -4.93 1.45 -1.73 0.37
N -0.82 3.21 0.17 -0.56
H 6.58 -1.80 3.98 0.23
O 3.99 -0.61 1.86 -0.97
C 6.84 -0.18 2.58 -0.08
H 1.79 2.40 2.11 0.22
N 0.54 -0.37 1.37 -0.65
C 0.40 0.78 2.28 -0.22
C 0.49 -2.51 -0.47 -0.19
H 7.84 -0.65 4.42 0.22
H -2.59 4.23 -2.41 0.24
C 4.80 -1.76 -0.34 -0.89
C -1.57 -3.24 0.34 0.33
H 7.64 0.49 2.27 0.20
N -2.59 1.86 0.92 -0.48
C -0.87 3.01 -2.81 0.75
S 4.97 -1.55 1.40 2.39
H -2.53 -4.81 -0.71 0.22
H -4.48 0.82 0.79 0.24
H -6.88 -0.14 -2.87 0.22
H -5.82 -1.30 -3.68 0.24
O 6.38 -0.83 1.37 -0.72
C -0.51 -2.38 0.46 -0.09
H -5.78 1.44 -1.05 0.19
C -0.64 -4.28 -1.58 -0.20

[7]
64
Properties=species:S:1:pos:R:3:nbo_charge:R:1 method="wB97M-V/def2-TZVPD" gap_ha=0.155 charge=+1 homo_ev=-11.34 e_tot_ha=-2583.5515 largest_force_ev_per_a=1.8 e_lumo_ev=-7.11
C 4.04 -3.99 -0.56 -0.71
H -1.74 3.70 -0.58 0.20
H 0.42 4.02 -0.95 0.22
H -0.31 -0.94 -0.76 0.15
H 0.08 0.67 -0.17 0.17
H 0.84 2.85 0.29 0.21
H 1.16 -4.46 2.32 0.23
C -3.91 -2.10 -1.48 0.72
H 0.51 1.55 -5.01 0.39
H -1.42 2.60 0.79 0.18
O 1.47 -0.65 3.97 -0.70
H -5.04 -3.25 -2.68 0.42
N -5.05 -2.54 -1.97 -0.53
H 3.55 -4.54 -1.37 0.22
C 0.85 3.61 -4.55 -0.41
H -6.52 -2.57 -0.47 0.21
O 3.53 -1.14 5.19 -0.87
N 1.98 -3.51 0.62 -0.63
C -0.24 -0.33 0.15 -0.22
H 2.22 -0.22 -3.90 0.24
H -7.15 -2.57 -2.08 0.24
H -6.49 -1.07 -1.43 0.23
O 0.74 4.82 0.93 -0.67
O -3.87 -1.19 -0.62 -0.86
O -0.46 6.57 2.20 -0.87
H 1.27 -2.67 2.37 0.21
H 0.01 -3.39 1.50 0.18
O 3.61 -4.62 1.71 -0.60
N 0.91 2.18 -4.34 -0.61
C -1.22 3.59 0.37 -0.11
C -6.36 -2.15 -1.47 -0.43
C 1.31 1.62 4.65 -0.12
C 0.56 0.44 3.97 -0.10
H 0.55 -0.37 -3.29 0.21
Cd -3.37 -0.38 1.32 1.81
H 1.92 -0.08 -2.16 0.24
H 4.23 -2.97 -0.89 0.23
O 1.98 2.32 -2.36 -0.64
C 1.06 -3.54 1.75 -0.42
H 0.75 2.24 5.34 0.22
O 3.56 0.42 3.25 -0.91
H 5.01 -4.44 -0.38 0.25
H 1.69 2.28 3.86 0.21
S -0.35 5.18 2.03 2.57
H -0.34 0.20 4.54 0.18
O -1.45 -0.20 0.86 -1.13
H 0.60 -0.64 0.78 0.19
H 0.27 0.67 2.94 0.19
H 0.26 3.81 -5.43 0.21
O -1.61 4.66 1.21 -0.68
C 3.21 -4.09 0.69 0.67
H 0.44 4.10 -3.67 0.20
H -2.87 -3.29 -2.91 0.23
O -0.13 4.33 3.15 -0.94
H -2.14 -3.32 -1.35 0.26
C 1.49 1.64 -3.24 0.67
H -2.00 -1.83 -2.33 0.25
C -2.64 -2.66 -2.06 -0.70
S 2.94 -0.15 4.39 2.56
H 1.61 -3.14 -0.23 0.38
C 0.29 3.76 0.09 -0.10
H 1.84 4.03 -4.73 0.21
O 2.39 1.00 5.34 -0.67
C 1.51 0.12 -3.14 -0.72

[8]
13
Properties=species:S:1:pos:R:3:nbo_charge:R:1 method="wB97M-V/def2-TZVPD" gap_ha="0.107 / 0.121" de_lowest_kcal_mol=107.6 homo_ev="-6.79 / -7.01" e_tot_ha=-1839.7157 largest_force_ev_per_a=2.4 e_lumo_ev="-3.87 / -3.71"
Cl 3.38 -1.89 -0.48 -0.07
H -0.66 -0.12 -1.18 0.23
C 0.81 -0.59 0.31 -0.26
H -1.34 -1.07 0.00 0.24
H 0.77 1.22 1.54 0.25
H 2.54 0.51 1.14 0.31
C 1.47 0.64 0.80 -0.71
Cl 0.73 -1.95 1.57 0.04
P 1.50 -1.95 -0.80 1.02
C -0.63 -0.32 -0.08 -0.66
H -0.93 0.52 0.49 0.24
Cl 4.83 1.97 0.06 -0.92
H 1.65 1.23 -0.18 0.29